Entry 1:
{
  "formula": "C37H37F4N3P",
  "method": "wB97M-V/def2-TZVPD",
  "homo_energy_ev": -9.7,
  "charge": 1,
  "max_force_ha_per_bohr": 0.0675,
  "e_above_lowest_kj_mol": 0.0,
  "elements": ["F", "C", "C", "C", "F", "C", "C", "C", "C", "C", "C", "F", "C", "C", "F", "C", "C", "H", "H", "H", "H", "H", "H", "H", "C", "N", "C", "C", "C", "C", "C", "P", "C", "C", "C", "C", "N", "C", "C", "C", "C", "C", "C", "C", "C", "N", "C", "C", "C", "C", "C", "C", "H", "H", "H", "H", "H", "H", "H", "H", "H", "H", "H", "H", "H", "H", "H", "H", "H", "H", "H", "H", "H", "H", "H", "H", "H", "H", "H", "H", "H", "H"],
  "positions_angstrom": [[-2.5785, 6.8075, 2.3580], [-2.4503, 5.5267, 1.8681], [-3.5864, 4.8864, 1.3516], [-3.4168, 3.5743, 0.9201], [-4.4757, 2.9396, 0.3092], [-2.2058, 2.8988, 0.9982], [-1.0535, 3.5664, 1.4937], [0.2035, 2.8197, 1.6185], [1.4481, 3.4700, 1.2998], [2.6545, 2.7926, 1.6546], [3.8545, 3.4761, 1.5913], [4.9951, 2.8487, 2.0552], [3.9481, 4.8022, 1.1626], [2.7858, 5.3834, 0.6440], [2.8667, 6.6510, 0.1106], [1.5450, 4.7620, 0.6996], [-1.1956, 4.9262, 1.8921], [-4.5325, 5.3961, 1.2537], [-2.0864, 1.8862, 0.6169], [0.2660, 2.0524, 2.4233], [2.5892, 1.7694, 2.0456], [4.8821, 5.3480, 1.2424], [0.6482, 5.2856, 0.3684], [-0.3159, 5.4977, 2.2012], [-1.7086, 0.6432, -5.7386], [-0.5061, 1.0763, -5.0519], [0.6886, 1.1537, -5.8688], [-0.4458, 1.1090, -3.6872], [0.7196, 1.5713, -3.0090], [0.9076, 1.2484, -1.6777], [-0.1005, 0.6011, -0.9262], [0.1592, 0.2697, 0.8477], [-1.1840, -0.9994, 1.1502], [-1.1477, -2.3077, 0.6328], [-2.1704, -3.2129, 0.8655], [-3.3341, -2.8083, 1.5664], [-4.3993, -3.6563, 1.6166], [-5.5951, -3.4403, 2.4002], [-4.3969, -4.8903, 0.8688], [-3.3667, -1.4999, 2.1339], [-2.2976, -0.6333, 1.9448], [1.6382, -0.8630, 0.7332], [2.4144, -1.0837, 1.8961], [3.4582, -2.0019, 1.8903], [3.6922, -2.7934, 0.7317], [4.3938, -3.9598, 0.7768], [4.2709, -4.9124, -0.3042], [5.2807, -4.3392, 1.8549], [3.0283, -2.4678, -0.4747], [2.0096, -1.5207, -0.4558], [-1.3290, 0.3213, -1.5638], [-1.5002, 0.5664, -2.9152], [-2.5941, 1.0933, -5.2706], [-1.6315, 0.9830, -6.7789], [-1.8241, -0.4570, -5.7455], [1.5811, 0.9467, -5.2664], [0.6288, 0.4141, -6.6804], [0.7943, 2.1451, -6.3349], [1.4780, 2.1361, -3.5507], [1.8737, 1.4667, -1.2128], [-0.3247, -2.6561, 0.0134], [-2.0949, -4.2257, 0.4702], [-5.7015, -2.3934, 2.6844], [-6.4413, -3.7319, 1.7645], [-5.5850, -4.0636, 3.3112], [-4.0599, -4.7125, -0.1565], [-3.7463, -5.6470, 1.3320], [-5.4277, -5.2407, 0.8442], [-4.2445, -1.1824, 2.7063], [-2.2980, 0.3468, 2.4274], [2.1748, -0.5311, 2.8092], [4.0587, -2.1806, 2.7787], [3.2117, -5.0943, -0.5386], [4.7770, -4.5479, -1.2110], [4.7320, -5.8432, 0.0342], [4.8980, -3.9962, 2.8185], [5.3284, -5.4342, 1.8493], [6.2861, -3.9115, 1.6956], [3.2559, -2.9899, -1.4052], [1.5121, -1.3409, -1.3974], [-2.1502, -0.1544, -1.0141], [-2.4357, 0.2661, -3.3916]]
}

=====

Entry 2:
{
  "formula": "C11H14ClN2O3PS",
  "method": "wB97M-V/def2-TZVPD",
  "homo_energy_ev": -9.3,
  "max_force_ha_per_bohr": 0.0122,
  "elements": ["C", "C", "O", "C", "C", "O", "C", "C", "C", "P", "O", "C", "C", "N", "S", "N", "C", "C", "Cl", "H", "H", "H", "H", "H", "H", "H", "H", "H", "H", "H", "H", "H", "H"],
  "positions_angstrom": [[3.4833, -1.5342, 0.9051], [3.5452, -1.0901, -0.5448], [3.5005, 0.3238, -0.6470], [2.2619, 0.8960, -0.9996], [1.7392, 1.8270, 0.0963], [0.6197, 1.2750, 0.7764], [-0.6413, 1.8052, 0.4597], [-1.5565, 0.7214, -0.0546], [-2.2691, -0.1374, 0.8687], [-2.1241, 0.0784, 2.6547], [-0.8056, -0.1227, 3.2842], [-3.0935, -1.1329, 0.4517], [-3.2624, -1.3332, -0.9355], [-4.0225, -2.2604, -1.5311], [-3.8469, -2.0300, -3.1047], [-2.8227, -0.8081, -3.1372], [-2.5716, -0.4989, -1.8657], [-1.7169, 0.5304, -1.3817], [-0.8980, 1.4730, -2.5700], [2.5917, -1.1471, 1.3960], [4.3693, -1.1843, 1.4322], [3.4772, -2.6244, 0.9546], [4.4802, -1.4231, -0.9996], [2.7306, -1.5396, -1.1186], [2.3782, 1.4382, -1.9415], [1.5062, 0.1206, -1.1469], [2.5315, 1.9446, 0.8364], [1.4992, 2.8163, -0.2989], [-1.0902, 2.2683, 1.3442], [-0.5601, 2.5756, -0.3071], [-3.1188, -0.8049, 3.1079], [-2.6950, 1.3478, 2.8677], [-3.6187, -1.7703, 1.1491]]
}

=====

Number 1: orbital gap 4.658 eV. Number 2: orbital gap 8.158 eV.